[1]
Density functional theory data (ωB97M-V with the def2-TZVPD basis set) for 3 unconnected molecules or ions with the total composition C32H51BN2O15P2S3.

The highest occupied orbital energy comes out at -0.299 hartree. The calculated total energy is -4390.2856 hartree. The value obtained for the orbital gap is 0.308 hartree. Its SMILES is CCCOCc1c(CCCCCCCCOC(C)=O)c(B(C)O)cc2c1Nc1c([PH2]=N)ccc(CP(=O)(O)O)c1S2.O=S1(=O)OCCO1.O=S1(=O)OCCO1. The LUMO energy comes out at 0.25 eV.

Structure (XYZ):
```
106
Properties=species:S:1:pos:R:3:forces:R:3
H 2.52276 1.30649 -2.85454 0.1669 -0.0855 -0.0383
H -0.18499 0.65185 0.53509 -0.1012 0.0265 0.0138
C 5.82935 3.46859 1.70260 0.2736 0.2454 -0.0737
C 3.40616 2.14876 1.71783 -0.2434 -0.1510 0.0638
H 7.22014 3.00937 3.96681 -0.0449 0.1363 0.0351
H 1.51257 0.66785 -4.14809 0.1174 -0.0587 -0.0800
S 0.05333 1.56169 -7.51472 0.0914 0.0479 0.0665
H -1.36829 -3.45822 2.00134 0.0309 0.0988 0.1546
H -8.82932 -1.01893 -0.52727 0.0995 -0.0102 -0.0068
C -4.72608 -0.42413 0.01884 0.0229 -0.0645 -0.1055
H 1.71648 3.66937 -9.58939 -0.0862 -0.0370 -0.0427
H -1.73132 -2.95628 -0.95996 0.0644 0.0177 -0.0657
C 0.75360 2.48799 -3.27123 0.0665 -0.2478 0.0864
B 2.16725 -4.16940 2.86205 0.1626 0.0748 0.0071
H -2.70578 -0.87182 -0.59922 0.0726 0.0757 0.0870
H 2.61496 1.46666 -9.01234 -0.0139 0.0124 -0.0066
H 1.68186 2.49036 -0.64125 -0.0152 0.0245 0.0298
H -0.23649 0.29053 -2.26145 -0.1124 -0.1291 -0.0095
C -3.67437 -1.38107 -0.55774 0.0356 0.0911 0.2359
C -4.26597 1.03466 0.03307 -0.1012 -0.1003 0.0739
H -9.72612 -2.48886 -0.99919 -0.0040 -0.0009 0.0164
C 2.99104 -1.80277 3.14907 0.1379 -0.2241 0.1323
C 4.39017 1.81924 2.64237 0.0625 -0.2415 0.0756
C -4.07776 2.14098 3.44586 -0.1721 0.1781 -0.0146
H 2.86360 5.13456 -2.01019 0.1056 -0.0169 -0.0958
O -4.40439 1.31494 2.40270 0.0546 0.0184 -0.0720
O 7.60651 -0.38864 3.28290 -0.0922 -0.4285 -0.0318
O -4.42375 3.28715 3.47952 0.0865 -0.1792 -0.1036
H -2.36494 1.07921 4.07938 0.0579 -0.0804 -0.0068
C -3.29493 1.44868 4.51089 0.1133 0.1247 0.1476
H -8.80574 -1.68983 1.82434 0.0084 0.0022 -0.0189
H 1.10407 -0.86447 -2.44584 -0.0205 -0.0594 -0.0247
O -7.74938 -2.76768 -0.45748 0.0497 0.0818 0.0468
C 3.52065 -4.96997 2.90217 0.1147 0.2530 0.0843
N 3.16239 4.19160 -1.79479 0.0193 0.1150 0.3018
C 4.86325 3.79937 0.78076 0.2393 0.1508 -0.1537
H -3.93292 -1.61692 -1.58992 0.1302 0.0571 -0.1476
H -4.96447 -0.73054 1.03709 -0.1080 0.0379 0.0997
O 1.28846 0.45184 -0.87931 0.1232 -0.0552 0.1962
S -7.74705 -4.08765 0.43966 -0.0564 0.1199 0.0276
C -9.37007 -2.32475 1.13979 0.0534 0.1247 0.0627
N 2.12994 1.50495 1.73400 -0.1510 0.1609 0.1338
C 3.65478 3.13252 0.77647 -0.2285 0.1007 -0.2439
C 0.85117 0.17386 -2.20308 -0.1402 -0.2168 0.0702
P 2.47583 3.62889 -0.49736 0.0381 0.1865 -0.2824
H 3.67567 -2.20140 3.88819 0.0936 -0.0031 -0.0056
C 1.48273 3.27729 -8.60426 0.0582 0.1074 0.0866
S 4.04296 0.58841 3.85551 -0.0565 0.0415 0.1757
P 8.04199 1.09061 2.91739 0.0551 -0.0135 0.2081
C -1.15292 -2.85940 1.11475 0.0057 -0.0038 0.0742
H 0.59138 -4.05849 0.94699 0.1540 -0.0890 -0.0711
H 3.63263 -5.55117 3.81819 -0.0272 -0.1475 0.0279
O 9.36168 1.52808 3.36625 0.1052 0.0383 0.0231
O 0.18228 2.66848 -8.65399 0.0346 -0.0478 -0.1128
C -3.49745 1.36996 1.28668 0.0776 -0.0576 -0.0279
H 7.48564 -0.93438 2.49447 0.0160 -0.0351 0.1527
O -0.56815 2.11292 -6.36495 -0.1129 -0.0394 -0.0108
H -2.15551 -4.37422 -0.04303 0.0462 -0.0863 0.0511
H -3.07897 2.14641 5.31195 0.0335 -0.0287 0.1130
H 1.47257 4.08452 -7.87033 0.0118 -0.0181 0.0093
H 1.43365 3.31886 -3.10634 0.0060 0.0271 -0.1160
C -8.99439 -2.06946 -0.30686 -0.1280 -0.0219 -0.0591
C 6.72051 2.11783 3.59684 -0.0317 0.0078 0.0224
C 1.49294 1.13954 -3.16696 -0.1363 0.3556 -0.0313
C 1.26402 -2.10672 1.51230 -0.1410 -0.1319 0.0165
H 1.63097 4.53771 0.16785 -0.1466 -0.0529 0.1453
O -8.99398 -3.69436 1.35447 -0.1132 -0.0132 -0.0932
H 1.50405 1.97223 2.38437 -0.0048 0.0096 -0.0602
C -3.50752 -2.69813 0.20393 -0.2545 -0.1884 -0.4872
H -2.69712 0.63701 1.44291 0.0538 -0.0218 0.0714
H 3.31011 2.47502 -7.71328 -0.0298 -0.0285 0.0936
H -5.65075 -0.50461 -0.55066 -0.0890 -0.0535 -0.0238
O -8.10600 -5.20981 -0.34738 -0.0097 -0.1014 0.0197
H -0.03819 2.55509 -2.52376 -0.0761 0.0065 0.1004
H 6.34904 1.55835 4.45155 -0.0149 0.0651 0.1677
C 2.39040 2.13807 -8.18242 0.0403 -0.0191 -0.1124
C 1.29820 -0.73243 1.23604 -0.1373 -0.2728 -0.3289
H 6.77425 3.99977 1.68774 0.0547 -0.0020 0.0781
H -10.43491 -2.22511 1.32870 -0.0118 -0.0981 0.0150
H -3.74945 -2.56165 1.25851 0.1403 -0.0185 0.1278
C 0.32790 -3.02297 0.75962 -0.0493 0.0724 -0.2029
O 7.84242 0.99928 1.33585 0.0940 0.4061 -0.3584
H -1.36970 -1.82645 1.39180 0.0441 0.1965 -0.0210
H 8.20009 1.79334 0.91373 -0.0257 -0.2059 -0.1903
C 0.47262 -0.12626 0.13260 0.0339 0.2020 -0.1622
H -5.11954 1.70854 -0.02238 -0.0010 0.1178 -0.0686
O -6.56267 -4.08614 1.21678 0.1479 -0.0590 -0.0037
O 1.61256 1.43022 -7.20525 0.0483 0.0275 0.0464
H 3.58202 -5.65837 2.05719 -0.0460 -0.0973 -0.0495
H -3.61427 1.22545 -0.82036 -0.0424 0.0853 -0.1487
H 0.28640 2.58259 -4.24337 -0.1017 0.1155 -0.1002
H 1.12742 -5.71602 3.39361 -0.0997 0.0927 0.0655
C 2.12158 -2.64640 2.47765 -0.2302 -0.2071 0.0112
C 5.61992 2.46726 2.63459 0.1407 -0.0379 0.2126
C 2.97621 -0.44765 2.91328 0.3914 0.1532 0.3701
H -4.24652 -3.40004 -0.18221 -0.1110 -0.0674 0.1435
H -3.04628 2.36137 1.22493 -0.0773 0.1083 0.0028
C 2.13175 0.09279 1.97038 0.0941 0.3954 -0.1085
H 0.46760 -2.86596 -0.31250 -0.0438 0.0292 -0.0782
H 4.37937 -4.30613 2.82510 0.1004 -0.0046 -0.0188
O -0.43433 0.36930 -8.10235 -0.0790 -0.0404 -0.0603
H -3.84786 0.58993 4.88235 -0.0477 -0.0755 0.0135
C -2.10954 -3.28608 0.01223 -0.0923 -0.0596 -0.0512
H 5.04378 4.55270 0.02548 0.0059 0.0262 -0.0277
H -0.14662 -0.88881 -0.31787 -0.2869 -0.1786 -0.0562
O 0.99717 -4.78036 3.19750 -0.1397 -0.2361 -0.0225
```
Positions in Å, forces in eV/Å.

---

[2]
Density functional theory data (ωB97M-V with the def2-TZVPD basis set) for a molecular structure, C32H51Br36N3O5Si.

The highest occupied orbital energy comes out at -0.352 hartree. The calculated total energy is -94744.1620 hartree. The value obtained for the orbital gap is 0.338 hartree. The LUMO energy comes out at -0.37 eV.

Structure (XYZ):
```
128
Properties=species:S:1:pos:R:3:forces:R:3
H 7.45762 4.32639 0.64102 -0.0198 0.0368 0.0704
N 1.04154 2.36603 1.18091 0.1846 0.0855 0.1872
H 4.67686 0.04323 -1.99080 0.0041 0.1731 -0.0227
Br 2.46874 -6.70192 11.07966 -0.0016 -0.0057 0.0214
C 5.81718 5.35412 -0.25243 0.0169 0.0210 -0.3078
H 5.35829 2.63272 -0.02357 -0.0485 0.1013 0.0324
C -5.27748 4.06570 -1.34840 -0.0572 -0.1351 -0.0715
Br 5.02924 -5.81966 2.28167 0.0857 -0.0192 -0.0830
Br 3.62505 -4.66473 -0.33182 -0.0203 -0.0205 -0.0187
Br 2.79815 -2.98239 -11.48097 0.0270 0.0128 -0.0023
O 1.30677 3.21664 2.26881 -0.0353 -0.4101 0.0113
H -5.84467 -0.41767 1.49896 0.0302 0.0959 0.1026
Br 4.22911 -2.01116 6.14869 -0.0147 0.0959 0.1754
C 5.96848 -4.09380 -6.88221 -0.0023 -0.0662 0.0199
Br -0.19662 -6.03404 9.47512 -0.0255 0.0119 0.0007
H 7.20004 5.94496 1.30404 0.0043 0.0026 -0.0266
Br -8.32333 2.31999 -4.77013 -0.0017 0.0294 -0.0075
N 5.75425 5.26914 -1.52399 0.0270 0.1230 0.3576
H -3.65384 5.49802 0.14722 -0.0155 -0.1561 0.0267
Br 5.58710 -4.26759 -8.75591 -0.0190 0.0270 -0.0421
C 4.30481 -0.53215 -4.90378 0.0955 0.4111 -0.3250
Br -9.46961 -5.00701 1.67994 -0.0525 -0.0566 0.0928
Si 3.36488 4.02311 0.41097 0.2020 0.1127 -0.5219
H 2.04151 -6.65752 8.65435 0.0246 0.0208 -0.0642
H 2.62793 4.71194 2.67167 -0.1478 0.0106 -0.0289
Br -7.38048 -0.32993 -3.30378 0.0525 -0.0456 -0.0147
C 3.00029 -0.87842 -4.24108 -0.4748 -0.0013 -0.1293
H 4.78582 5.25925 -1.84437 -0.0191 -0.0010 -0.0057
H -5.29925 1.91652 -1.59186 -0.1597 -0.0594 -0.0994
Br -8.40033 -5.29669 4.64725 0.0162 -0.0220 0.0286
C 0.80302 5.22779 -0.31826 0.1420 0.1081 -0.3781
H -1.41045 -9.48268 4.59108 -0.0352 -0.0051 -0.0149
Br 1.49162 -3.86031 -8.71889 -0.0098 0.0458 0.0247
H -3.42553 3.01462 -1.06206 0.0494 0.0518 0.0745
H 0.72138 5.13279 0.76832 0.0824 -0.0555 -0.0905
H -9.55626 0.23113 -4.30159 -0.0161 0.0068 0.0096
H 7.91771 5.73485 -0.31858 -0.0243 -0.0583 0.0361
O -6.06142 2.45349 0.24329 0.6287 -0.4154 -0.0710
C 2.11064 4.59847 -0.87110 -0.1835 0.0749 0.3082
Br -1.00020 4.71458 6.31501 -0.0200 -0.0013 0.0215
H 2.76899 -0.62921 -0.33540 -0.0283 0.0395 -0.0110
O -7.59902 0.84046 -0.03336 0.4820 0.0323 0.0373
Br 6.33769 -4.33782 5.68930 0.0575 0.0024 0.0331
H 6.46973 -4.99758 -6.56924 0.0088 -0.0095 0.0031
Br 3.22296 -4.94882 5.56106 -0.0699 -0.0631 0.1011
H -6.78812 0.60075 2.56851 0.1108 0.0307 0.0269
C -8.54365 0.41162 -4.63183 0.0031 0.0253 0.0123
H -1.47362 5.20481 0.88539 0.0130 -0.0601 0.0225
Br 1.15601 -8.89500 9.18214 -0.0010 -0.0429 0.0134
H -5.68830 4.51115 -2.25747 0.0630 0.0959 0.0560
H 0.84208 6.29924 -0.53564 -0.0665 0.0161 0.2634
H 1.94509 0.81442 -0.86561 0.0663 0.0593 -0.0794
Br 0.05336 -4.58495 -11.46044 -0.0208 -0.0019 -0.0167
Br -5.60555 -2.23768 -0.46678 -0.0094 -0.0726 -0.1329
H -1.83082 3.56921 0.28249 0.0458 0.1374 0.3958
C -0.81713 -8.83658 3.96126 -0.0588 -0.0439 0.0529
H -5.59787 4.68760 -0.50861 -0.0176 0.0177 -0.0677
C 7.18062 5.35498 0.38783 0.0363 -0.0592 -0.1215
H 3.32164 3.10433 2.70897 -0.0611 0.0120 0.0351
H 3.58871 -1.78082 -2.60684 -0.2849 -0.1350 0.2375
Br -0.08723 6.17820 3.64845 0.0252 0.0386 -0.0117
H -3.44905 4.05961 -2.47169 0.1024 -0.1907 0.0570
H 3.43542 1.06107 -2.74337 0.0694 0.0181 0.0525
H -10.63892 -4.64585 3.82192 -0.0089 0.0004 0.0161
C 3.59698 0.18257 -2.11521 -0.3261 -0.2102 -0.0735
H 4.69361 0.52497 0.42970 -0.0241 0.0426 0.0024
N 2.98207 -0.98492 -2.80310 0.4950 0.1254 -0.1063
Br 2.09097 5.13158 5.71604 0.0116 0.0003 0.0006
C 3.81277 1.14253 0.23692 0.1440 -0.0060 -0.2276
Br -9.08864 -1.99968 -0.25770 -0.1210 -0.0868 -0.1137
C -9.64455 -4.38806 3.48910 0.0531 -0.0951 0.0249
H 4.09444 6.36804 0.47517 0.0234 0.0148 0.1426
H 3.30199 1.21597 1.20204 -0.0025 -0.0282 -0.0531
H 7.06388 -2.40241 2.04275 -0.0016 -0.0082 0.0206
H -4.84025 -4.56899 -0.77013 -0.0134 -0.0105 -0.0059
Br 4.70461 -1.83912 2.49850 -0.0635 0.0043 -0.0475
H -0.73954 5.25685 -1.84402 0.1174 0.0058 0.0043
Br 7.17464 -2.63404 -6.54521 0.0097 0.0255 0.0146
C -3.00300 5.09408 -0.63326 0.0299 0.0265 -0.0828
H 4.60542 -4.09121 7.43699 -0.0165 -0.0081 0.0017
C -3.74054 3.99958 -1.41922 -0.1563 0.1029 -0.0617
H 4.23687 2.59048 -1.34563 0.0666 -0.0017 0.0148
C -10.83801 -1.31115 -0.59860 0.0504 0.0964 0.0366
C -4.69758 -3.86140 0.03330 0.0566 0.0445 -0.0055
Br -8.33368 -0.44820 -6.33828 -0.0001 -0.0033 -0.0091
H -0.27425 3.65566 -1.33939 0.0272 0.0400 0.0330
H 2.87229 -4.65165 2.01903 0.0277 0.0360 0.0066
Br -2.80730 -3.57296 0.21890 0.0222 -0.0160 0.0047
C -0.47121 4.66476 -0.96340 -0.2965 -0.1930 0.0353
H 4.68659 0.43662 -4.57305 -0.0419 -0.0734 0.1389
Br -1.99184 -7.50490 3.23211 0.0227 0.0476 -0.0216
C 4.29393 2.52748 -0.25526 -0.1187 -0.1804 0.3141
H 4.15080 -0.47259 -5.98024 0.0698 -0.1527 0.0383
H -10.84606 -0.27918 -0.27810 0.0011 0.0195 -0.0253
C 2.63279 3.75201 2.15169 0.2758 0.1929 -0.0968
C -1.68649 4.61409 -0.00786 0.0172 0.0458 -0.4511
Br -5.46698 -4.61471 1.62242 -0.0244 -0.0280 0.0480
O 0.15987 1.64165 1.41065 -0.1914 0.1400 -0.0538
Br -0.05739 -9.94550 2.58453 0.0541 0.0548 -0.0011
C 1.45016 -7.02145 9.48028 0.0170 0.0285 -0.0336
Br 7.24573 0.04881 2.31135 0.0080 0.0371 -0.0048
C 4.62513 5.43047 0.67441 -0.0442 -0.1477 -0.0158
H 0.37639 3.88853 4.43428 0.0248 -0.0123 -0.0377
H -6.91914 2.66812 -1.64738 0.0427 -0.0983 0.0863
O 1.99960 -1.09322 -4.87524 0.2790 -0.0148 0.1462
H 2.62222 5.33151 -1.50266 -0.0030 -0.0904 -0.0767
Br 2.19954 -6.93660 1.39049 -0.0613 -0.0528 -0.0004
C -6.65234 1.28437 0.57324 -0.5797 0.1984 -0.2034
H 2.27785 -5.23282 -10.61186 0.0075 -0.0100 -0.0064
C -6.04467 0.61898 1.76872 -0.1727 0.0115 0.1981
H -2.79201 5.92850 -1.31105 -0.0336 0.0821 0.1398
C 1.73342 -4.30095 -10.57033 0.0122 -0.0359 0.0303
C 2.93760 0.37013 -0.75223 0.0844 -0.1926 0.3131
Br -11.26011 -1.32339 -2.48128 -0.0141 -0.0117 -0.0401
C 3.35960 -5.40897 1.42068 -0.0048 0.0590 0.0689
C -5.93566 2.70226 -1.17650 -0.2766 0.4552 -0.0089
Br 0.53071 -8.06547 5.09688 0.0620 0.0243 -0.0210
Br -12.20368 -2.22519 0.40600 0.0085 -0.0202 0.0222
Br -9.46303 -2.48329 3.65396 0.0015 0.0260 -0.0816
H 1.88443 3.74662 -1.51944 -0.0498 0.0047 0.0514
H 4.96800 5.45163 1.71211 -0.0793 0.0749 0.0018
Br 6.36586 -1.68039 -0.20808 0.1065 -0.0734 -0.0909
C 4.60263 -3.87758 6.37810 -0.0472 -0.0217 -0.1840
C 0.34779 4.83555 4.95391 -0.0380 -0.0382 -0.0100
H 5.06340 -1.28082 -4.67348 -0.0135 0.0067 0.0219
C 6.43725 -1.58759 1.70963 -0.0485 -0.0728 0.0087
H -5.13255 1.11123 2.09298 -0.0490 0.0119 0.0501
Br 4.35700 -3.94820 -5.84308 -0.0416 -0.0632 -0.0193
```
Positions in Å, forces in eV/Å.

---

> Number 1 is which compound?

C32H51BN2O15P2S3